No. 1
Entry from the OMol25 dataset: 3 unconnected molecules or ions with the total composition C26H39B3O11S (the ωB97M-V functional and the def2-TZVPD basis).

XYZ file:
```
80
Properties=species:S:1:pos:R:3:forces:R:3:mulliken_charge:R:1
S -2.756 0.047 3.219 0.06 -0.03 -0.02 -0.32
O -5.554 0.311 3.267 0.14 0.52 -0.26 -0.53
O 5.693 -2.499 -2.101 -0.06 -0.01 0.00 -0.58
O -6.507 0.765 1.123 0.24 0.17 0.15 -0.70
O -4.611 -0.641 1.309 0.46 0.56 -0.11 -0.16
O 2.556 -5.930 -1.339 0.03 -0.05 0.01 -0.58
O -0.104 -5.649 3.414 -0.03 0.05 0.00 -0.58
O 0.984 -3.942 -0.830 0.04 -0.01 -0.07 -0.65
O 1.507 -7.609 2.926 -0.03 0.00 0.03 -0.64
O 5.903 2.894 -1.299 0.05 0.01 0.01 -0.58
O 7.967 -1.295 -1.859 -0.01 -0.04 -0.02 -0.64
O 3.627 1.677 -1.490 0.00 0.12 -0.02 -0.62
C -0.980 4.580 -1.233 -0.22 0.06 -0.11 -0.65
C 0.992 -0.641 1.613 0.02 -0.09 -0.25 -0.74
C 5.955 1.586 -1.488 -0.01 0.01 0.00 0.30
C 1.960 -5.946 -0.158 0.01 0.01 -0.01 0.29
C 0.500 -5.627 2.238 0.00 0.00 0.01 0.40
C -0.082 -0.891 0.549 -0.12 0.26 0.09 0.13
C -1.118 4.913 0.264 0.05 -0.14 -0.02 -1.02
C -2.109 3.711 -1.815 -0.02 0.05 0.23 -1.04
C -3.794 -0.265 -1.483 -0.07 0.05 0.00 0.11
C -2.063 2.223 -1.389 0.16 0.12 -0.16 2.37
C -3.232 0.346 -2.779 0.13 -0.17 -0.01 -0.91
C 1.620 0.750 1.470 0.08 -0.08 0.29 -0.58
C -0.720 3.849 1.305 -0.03 -0.02 -0.08 -0.43
C 0.579 3.080 1.066 0.19 0.06 0.24 -0.61
C 4.589 0.938 -1.600 -0.07 -0.16 0.01 1.15
C 4.505 -0.488 -1.820 -0.08 0.00 0.00 -1.20
C -5.112 0.367 -1.009 0.14 -0.13 -0.24 -0.91
C 0.326 -4.663 1.322 -0.04 0.07 -0.03 -0.99
C 1.047 -4.757 0.074 -0.04 0.03 0.09 1.17
C 7.092 0.881 -1.572 0.08 -0.01 0.00 -0.97
C 5.643 -1.192 -1.905 0.01 -0.01 0.00 0.45
C 2.134 -6.909 0.758 0.03 -0.07 0.03 -1.01
C 0.701 1.866 1.999 -0.12 -0.02 -0.38 -0.21
C -1.980 1.218 -2.563 -0.26 0.26 -0.14 -1.10
C 1.424 -6.808 2.013 0.05 -0.02 -0.08 0.95
C 7.010 -0.547 -1.778 0.02 0.09 0.01 1.02
B -5.428 0.140 0.499 -0.43 -0.26 0.17 0.26
B -6.597 0.799 2.497 -0.08 -0.34 -0.04 0.73
B -4.436 -0.123 2.577 -0.36 -0.42 0.10 0.61
H -3.946 -1.340 -1.613 0.02 0.05 0.06 0.61
H -4.005 0.919 -3.304 0.00 0.02 0.16 0.37
H -2.174 5.149 0.442 0.09 0.16 0.02 0.34
H 6.644 -2.732 -2.112 0.04 0.02 0.01 0.38
H 1.038 2.192 2.987 -0.14 -0.07 0.02 0.48
H -1.187 2.084 -0.760 0.05 -0.05 0.07 -1.54
H 3.527 -0.939 -1.905 0.01 -0.02 0.01 0.52
H -5.078 1.452 -1.176 -0.10 -0.05 0.07 0.33
H -7.563 1.235 3.030 0.02 0.00 -0.02 -0.14
H -0.305 1.446 2.114 0.06 0.04 0.12 -0.24
H 2.784 -7.758 0.600 0.01 0.01 -0.02 0.44
H 4.953 3.125 -1.273 -0.04 -0.02 0.00 0.36
H -2.088 3.778 -2.907 0.07 0.00 0.07 0.47
H 1.442 3.740 1.225 -0.06 0.01 -0.16 0.53
H -3.060 4.165 -1.512 0.02 -0.06 -0.04 0.27
H -2.966 -0.471 -3.458 0.03 0.13 -0.05 0.34
H -0.994 5.538 -1.764 0.00 -0.07 0.00 0.44
H -0.011 4.129 -1.469 0.00 0.00 0.11 0.21
H -1.534 3.121 1.415 0.04 -0.01 -0.09 0.06
H -2.916 2.000 -0.746 0.01 -0.03 -0.03 -0.15
H 2.248 -5.114 -1.783 -0.02 0.04 0.01 0.38
H -5.941 0.015 -1.635 -0.02 0.10 0.07 0.41
H -0.558 5.832 0.467 0.04 -0.08 -0.04 0.39
H 0.559 -0.761 2.611 0.09 0.07 0.00 0.23
H 8.070 1.335 -1.492 -0.01 0.02 0.01 0.43
H -0.328 -3.817 1.478 0.00 -0.01 0.02 0.47
H 0.216 -6.456 3.865 0.03 -0.03 -0.01 0.37
H 2.569 0.760 2.015 0.03 0.07 -0.13 0.60
H -0.635 0.032 0.342 -0.01 -0.02 0.03 -0.53
H 0.651 2.728 0.035 -0.08 0.03 -0.02 0.16
H -3.056 -0.157 -0.684 0.06 -0.13 -0.06 -0.26
H -3.095 0.852 4.234 -0.05 -0.12 0.10 0.09
H 0.362 -1.224 -0.391 -0.06 -0.04 0.05 0.22
H -0.644 4.351 2.277 -0.10 -0.06 -0.02 0.58
H -1.104 0.571 -2.459 -0.09 -0.03 0.17 0.25
H 1.850 0.922 0.413 0.04 0.00 0.07 0.07
H 1.778 -1.396 1.508 -0.08 -0.04 0.10 0.46
H -0.828 -1.622 0.871 0.11 -0.08 -0.10 0.09
H -1.808 1.799 -3.476 0.07 -0.17 -0.01 0.50
```
Forces are in eV/Å.

The calculation puts the strongest force on any atom at 0.74 eV Å⁻¹. As for the SMILES: CCCCCCCCCCCCCCB1OBOB(S)O1.O=C1C=C(O)C(=O)C=C1O.O=C1C=C(O)C(=O)C=C1O. Its orbital gap is 8.2 eV. As for the HOMO energy: -9.734 eV.

No. 2
Entry from the OMol25 dataset: 2 unconnected molecules or ions with the total composition C26H39ClNO4S at a distorted geometry (the ωB97M-V functional and the def2-TZVPD basis).

XYZ file:
```
72
Properties=species:S:1:pos:R:3:forces:R:3:mulliken_charge:R:1
Cl -2.452 0.715 -6.287 -0.09 -0.26 0.37 -0.22
S -4.342 0.191 -5.695 -3.19 0.25 -0.64 1.07
O -5.241 1.140 -6.296 0.71 0.92 0.11 -0.58
O 4.394 4.738 0.502 -0.13 -0.12 0.05 -0.53
O -4.685 -1.140 -6.091 1.50 -0.75 0.47 -0.55
O 4.053 0.675 3.315 -0.21 -0.15 -0.25 -0.61
N 1.418 1.693 0.613 0.31 0.06 0.84 -0.30
C -1.865 -1.366 -0.034 -0.42 -0.10 -0.67 -0.09
C -3.023 -1.489 -1.048 0.43 0.90 0.71 -0.86
C 5.008 -0.758 -0.434 0.72 -0.88 -0.83 -0.64
C 5.583 -1.340 0.681 -0.17 0.31 0.14 -0.49
C 2.770 1.945 1.108 -0.10 0.43 -1.09 -1.00
C -3.772 -4.655 2.449 -0.27 0.59 1.21 0.92
C -3.504 -0.114 -1.605 -0.95 -0.54 -0.59 -0.95
C -3.825 -5.652 0.268 0.41 0.28 -0.16 -0.80
C 4.342 0.221 2.023 0.07 -0.07 0.31 0.24
C 3.764 0.802 0.900 -0.31 0.56 1.00 0.68
C -4.231 -4.623 3.906 0.82 -0.53 -0.36 -1.41
C -4.496 0.411 -3.911 1.36 -0.14 0.63 -0.68
C -2.388 -3.750 0.722 0.76 0.31 -0.84 0.43
C -2.840 -3.721 2.030 0.07 -0.03 -0.05 -0.48
C -4.256 -5.607 1.579 -0.76 -0.96 -0.21 -0.45
C -2.888 -4.713 -0.134 -0.10 -0.42 -0.71 -0.28
C 0.608 -0.562 -0.115 0.54 0.38 -0.09 -0.42
C 0.824 0.427 1.068 -1.15 -0.20 -0.83 -0.83
C -0.801 -0.487 -0.729 -0.36 -0.88 0.85 -0.49
C 3.277 6.705 -0.332 -0.18 -0.08 -0.12 -1.37
C -1.348 -2.794 0.192 0.57 1.00 0.81 -1.15
C 3.579 5.843 0.885 0.45 0.39 -0.19 0.64
C -3.200 0.103 -3.117 -0.18 0.79 -0.04 -0.79
C 4.282 6.646 1.969 -0.04 -0.09 0.22 -1.43
C 5.237 -0.820 1.914 0.79 -0.85 0.32 -0.33
C 4.127 0.288 -0.332 -0.33 0.44 -0.48 -0.29
H -2.691 -0.755 -3.568 -0.07 0.08 0.24 0.61
H 0.911 -1.564 0.212 -0.33 0.06 -0.25 0.40
H -3.180 0.741 -1.003 0.16 -0.29 -0.07 0.59
H 3.366 0.087 3.655 0.04 0.18 0.12 0.34
H 5.222 5.085 0.151 -0.02 0.01 0.01 0.29
H -0.831 -3.193 -0.723 -0.39 -0.25 0.08 0.27
H 3.671 7.488 2.298 0.03 0.01 -0.01 0.38
H 2.636 7.548 -0.071 0.02 0.01 -0.02 0.38
H -0.180 0.628 1.478 0.28 -0.07 0.05 0.63
H -2.524 -4.750 -1.162 -0.02 0.13 0.21 0.26
H 5.695 -1.254 2.803 -0.25 0.24 0.00 0.40
H -0.775 -0.771 -1.816 0.38 0.18 0.14 0.21
H 1.393 -0.052 1.876 0.24 0.34 -0.22 0.00
H -0.558 -2.734 0.963 -0.11 -0.17 -0.24 0.21
H 2.707 2.198 2.170 0.17 -0.10 -0.18 0.41
H -4.609 -0.113 -1.536 0.27 0.10 0.16 0.67
H 1.323 -0.280 -0.907 0.01 -0.14 0.29 0.33
H -5.297 -0.267 -3.596 0.06 0.02 -0.51 0.45
H -3.890 -1.965 -0.568 0.25 -0.22 -0.29 0.17
H 4.500 6.015 2.831 -0.07 -0.01 -0.01 0.34
H -4.981 -6.349 1.918 0.12 0.20 0.08 0.35
H 2.781 6.115 -1.103 -0.04 0.00 0.06 0.34
H -5.310 -4.481 4.018 0.21 0.06 0.04 0.30
H 2.651 5.428 1.280 0.08 -0.18 -0.04 0.29
H 6.288 -2.161 0.585 -0.14 0.13 0.06 0.37
H -3.651 -3.857 4.434 -0.45 0.02 -0.01 0.33
H 4.202 7.093 -0.769 0.02 0.05 0.11 0.33
H -1.129 0.562 -0.638 0.17 -0.15 -0.43 0.10
H -4.803 1.451 -3.764 -0.03 -0.21 -0.20 0.33
H -2.695 -2.099 -1.935 -0.22 -0.03 0.16 0.20
H 5.239 7.032 1.604 -0.06 0.06 -0.09 0.34
H 3.712 0.712 -1.245 -0.04 -0.01 0.22 0.34
H -4.151 -6.393 -0.458 -0.18 0.02 0.31 0.36
H -2.563 0.990 -3.252 0.14 -0.40 0.02 0.28
H 3.151 2.836 0.569 -0.12 -0.45 0.42 0.14
H 5.298 -1.172 -1.400 -0.26 0.29 0.04 0.36
H 1.341 1.816 -0.387 0.08 -0.26 0.03 0.34
H -2.445 -2.985 2.729 -0.09 -0.03 -0.21 0.26
H -3.932 -5.581 4.359 -0.37 0.18 0.07 0.32
```
Forces are in eV/Å.

The calculation puts the strongest force on any atom at 3.27 eV Å⁻¹. Its orbital gap is 4.1 eV. As for the HOMO energy: -1.888 eV. The total charge is -1.

Question: The lowest HOMO energy belongs to which entry?
Answer: C26H39B3O11S